No. 1
Below is a structure of composition C33H25F4N5O2PSc, with properties calculated with wB97M-V/def2-TZVPD.

Each line ends with the Mulliken charge.
Element x y z (Å)
Sc1 0.30324 -0.29801 -0.51102  -0.1887
C1 -0.41946 2.79147 -1.87187  -1.3159
N1 0.44769 2.15840 -0.87080  0.9997
C2 0.34926 2.91354 0.38472  -0.8150
C3 1.83536 2.13888 -1.37988  -1.1297
C4 2.79857 1.51157 -0.37312  -0.8217
N2 2.09850 0.41894 0.27465  0.3757
C5 2.49017 0.00024 1.52184  -0.2461
C6 1.50716 -0.53904 2.35075  0.3382
F1 0.22676 -0.56181 1.83433  0.3734
C7 1.71912 -0.97700 3.63269  -0.1878
F2 0.68408 -1.44721 4.33816  -0.3010
C8 2.98392 -0.90056 4.18502  -0.5891
C9 3.97993 -0.36410 3.39472  0.1628
F3 5.22540 -0.27421 3.87514  -0.3124
C10 3.75555 0.08045 2.10169  0.5024
F4 4.79238 0.54987 1.38684  -0.3295
H1 -0.17316 3.85546 -1.97574  0.4000
H2 -1.46197 2.71341 -1.55925  0.2297
H3 -0.29102 2.31053 -2.83928  0.3797
H4 0.71994 3.93753 0.24720  0.3144
H5 0.92398 2.42683 1.16942  0.1652
H6 -0.69446 2.96176 0.69334  0.1355
H7 2.16272 3.15828 -1.62382  0.4538
H8 1.81844 1.57542 -2.31775  0.3646
H9 3.12059 2.26277 0.35642  0.4769
H10 3.69819 1.19572 -0.90777  0.4735
H11 3.18782 -1.25322 5.18470  0.5112
O1 -0.61110 0.45706 -4.31273  -0.6472
C11 -1.09621 0.03696 -3.29339  -0.2643
O2 -0.39910 -0.45677 -2.29204  -0.1490
C12 -2.59227 0.05177 -3.05786  0.5845
C13 -3.36909 0.07010 -4.21395  -0.5904
C14 -4.75089 0.03268 -4.14588  -0.6705
C15 -5.37904 -0.01425 -2.90903  -0.7522
C16 -4.61784 -0.01343 -1.75364  -0.5366
C17 -3.22360 0.02908 -1.80604  0.3005
P1 -2.35533 -0.00196 -0.19969  2.1775
C18 -2.96886 1.40445 0.77139  0.5189
C19 -2.48243 1.53125 2.07630  -0.7208
C20 -2.81000 2.63417 2.84716  -0.6592
C21 -3.60556 3.64180 2.31544  -0.6634
C22 -4.07232 3.53574 1.01464  -0.7112
C23 -3.75878 2.42184 0.24377  -0.6743
C24 -3.02280 -1.51755 0.56703  0.7899
C25 -2.71614 -2.72408 -0.06532  -0.8382
C26 -3.13642 -3.92721 0.47666  -0.9015
C27 -3.86800 -3.93383 1.65923  -0.5986
C28 -4.18317 -2.73901 2.28647  -0.6880
C29 -3.76341 -1.53055 1.74299  -0.4116
H12 -2.85715 0.10139 -5.16591  0.5198
H13 -5.33921 0.02933 -5.05422  0.4144
H14 -6.45843 -0.05589 -2.84368  0.4475
H15 -5.11212 -0.05812 -0.78968  0.5121
H16 -1.83511 0.76673 2.49234  0.5095
H17 -2.43306 2.71281 3.85855  0.4394
H18 -3.85366 4.50897 2.91336  0.4037
H19 -4.68533 4.32195 0.59351  0.4357
H20 -4.12797 2.35631 -0.77136  0.4183
H21 -2.14776 -2.73072 -0.99014  0.6053
H22 -2.88212 -4.85333 -0.02191  0.4494
H23 -4.19186 -4.87307 2.08820  0.4134
H24 -4.75978 -2.74022 3.20242  0.4376
H25 -4.02729 -0.60590 2.23822  0.3873
N3 0.66402 -2.35903 -0.28937  -0.5889
C30 0.77992 -3.51803 -0.26426  0.6841
C31 0.89666 -4.88675 -0.25523  0.1242
C32 1.90469 -5.50132 0.53776  0.0173
N4 2.73134 -5.98549 1.17784  -0.4738
C33 -0.07231 -5.63654 -0.97766  0.0587
N5 -0.89250 -6.20851 -1.55218  -0.5290

## Properties
Charge = 0
Highest occupied orbital energy = -0.3022 Ha
Gap between HOMO and LUMO = 0.291 Eh
ΔE to the lowest compared entry with this formula, charge and spin = 49.0 kJ/mol
Calculated total energy = -87034.0926 eV
Strongest force on any atom = 0.86 eV/Å

***

No. 2
Below is a structure of composition C33H26As2N2O8Pd in a non-equilibrium geometry, with properties calculated with wB97M-V/def2-TZVPD.

Each line ends with the Mulliken charge.
Element x y z (Å)
Pd1 0.37510 -1.63935 -0.27102  0.1719
C1 -0.50038 0.64060 -2.01858  -1.8258
C2 0.48316 1.74361 -1.66347  -0.4557
As1 2.17459 1.41191 -0.57501  0.5903
C3 2.90432 3.29066 -1.06094  0.0391
C4 3.83606 3.84532 -0.17560  -0.4001
C5 4.42677 5.07753 -0.40452  -0.5833
C6 4.10715 5.80978 -1.54511  -0.3930
C7 3.20393 5.27720 -2.45043  -0.5955
C8 2.61780 4.03548 -2.21009  -0.2190
C9 1.64513 2.13067 1.19480  0.2391
C10 1.99653 1.44103 2.35581  -0.3973
C11 1.71158 1.98191 3.60580  -0.5271
C12 1.08171 3.21788 3.71634  -0.3936
C13 0.73838 3.91259 2.56703  -0.8176
C14 1.01891 3.36803 1.31831  0.2429
As2 -1.38737 -0.01459 -0.34025  0.6739
C15 -2.85216 -0.98039 0.52568  0.0990
C16 -4.19416 -0.82472 0.19471  -0.2932
C17 -5.16897 -1.47302 0.93416  -0.6666
C18 -4.80219 -2.27634 2.00609  -0.3242
C19 -3.46095 -2.43212 2.32467  -0.7711
C20 -2.48103 -1.78925 1.58151  -0.1240
C21 -2.11741 1.72462 0.22571  0.4279
C22 -2.61624 2.62463 -0.71425  -0.2713
C23 -3.15222 3.84397 -0.32523  -0.6295
C24 -3.20192 4.18305 1.01889  -0.4458
C25 -2.73502 3.28233 1.96585  -0.6858
C26 -2.20619 2.06452 1.57095  -0.2978
H1 -0.02270 -0.26223 -2.38703  0.7084
H2 -1.22154 0.98029 -2.76412  0.6018
H3 -0.03082 2.61466 -1.25619  0.5072
H4 0.89609 2.03795 -2.62693  0.3820
H5 4.09430 3.29550 0.72671  0.3023
H6 5.13612 5.47616 0.31421  0.3519
H7 4.55667 6.78076 -1.72105  0.3354
H8 2.94390 5.83186 -3.34785  0.3543
H9 1.91823 3.65465 -2.94823  0.1573
H10 2.44964 0.46256 2.24810  0.3059
H11 1.97503 1.42709 4.49987  0.3693
H12 0.85247 3.63181 4.69344  0.3490
H13 0.24075 4.87410 2.63723  0.3816
H14 0.75534 3.93204 0.42754  0.2826
H15 -4.47743 -0.19860 -0.64040  0.3710
H16 -6.21304 -1.35937 0.67053  0.3638
H17 -5.56118 -2.78637 2.58627  0.3606
H18 -3.16881 -3.06224 3.15380  0.3673
H19 -1.43097 -1.91481 1.81372  0.4661
H20 -2.59589 2.36929 -1.76727  0.2655
H21 -3.53396 4.52794 -1.07415  0.3861
H22 -3.60668 5.13977 1.32588  0.3649
H23 -2.77363 3.53083 3.01836  0.3776
H24 -1.85700 1.36209 2.32137  0.4478
O1 -2.30745 -4.46579 -1.97614  -0.7871
C27 -1.28438 -3.96969 -1.48802  0.0028
O2 -1.19877 -2.76349 -1.09803  -0.1642
C28 -0.05606 -4.87519 -1.35340  -0.1937
C29 -0.24354 -6.17499 -1.77416  -0.4960
C30 0.76547 -7.13442 -1.72874  -0.4056
C31 2.03254 -6.79978 -1.24409  -0.2465
C32 2.22673 -5.52311 -0.83133  -0.2047
C33 1.23976 -4.46964 -0.84060  1.1344
O3 1.60426 -3.34298 -0.41156  -0.7937
N1 3.56408 -5.17168 -0.32451  0.9329
O4 3.78947 -5.36669 0.85412  -0.6052
O5 4.37417 -4.74329 -1.12049  -0.5976
N2 0.52273 -8.47034 -2.17705  1.0153
O6 1.44722 -9.28350 -2.13168  -0.7012
O7 -0.59204 -8.76808 -2.59167  -0.6664
H25 -1.22327 -6.43144 -2.14963  0.6459
H26 2.82176 -7.53651 -1.20488  0.5156
O8 1.74747 -0.53267 0.33618  -0.9114

## Properties
Charge = -2
Highest occupied orbital energy = -0.0414 Ha
Gap between HOMO and LUMO = 0.193 Eh
ΔE to the lowest compared entry with this formula, charge and spin = 264.1 kJ/mol
Calculated total energy = -179153.1933 eV
Strongest force on any atom = 2.15 eV/Å

***

No. 3
Below is a structure of composition C33H26BCl3F5N4O2PRuS3Si, with properties calculated with wB97M-V/def2-TZVPD.

Each line ends with the Löwdin spin population.
Element x y z (Å)
Ru1 -0.70704 -0.23982 -0.20032  0.7896
F1 -0.35706 5.95211 3.57469  0.0034
C1 -0.69264 4.97720 2.72259  0.0112
C2 0.28169 4.20031 2.12621  -0.0018
F2 1.56728 4.42254 2.41212  -0.0015
C3 -0.07538 3.19708 1.24298  0.0104
F3 0.91845 2.48145 0.71871  0.0025
C4 -1.40125 2.92388 0.91362  0.0056
S1 -2.00051 1.69936 -0.20804  0.0818
C5 -2.35185 3.73176 1.53609  0.0108
F4 -3.65707 3.54005 1.29910  0.0030
C6 -2.01928 4.73758 2.42340  -0.0018
F5 -2.97562 5.48255 2.99512  -0.0014
O1 3.32654 -0.51395 -1.60296  0.0144
C7 2.12813 -0.50753 -1.81670  0.0039
O2 1.25991 0.25255 -1.23713  0.0628
C8 1.57417 -1.37461 -2.93998  0.0001
C9 2.44636 -2.25290 -3.56807  0.0001
C10 2.02884 -3.01964 -4.64312  0.0003
C11 0.73224 -2.88453 -5.11519  -0.0001
C12 -0.14551 -2.00372 -4.49965  0.0006
C13 0.25319 -1.25897 -3.39224  0.0014
P1 -0.80086 -0.03120 -2.53441  -0.0042
C14 -0.14991 1.50764 -3.31714  -0.0013
C15 -0.18182 1.55927 -4.70988  -0.0003
C16 0.27948 2.67502 -5.38990  -0.0001
C17 0.77680 3.76076 -4.68236  0.0002
C18 0.81927 3.71238 -3.29748  0.0000
C19 0.36446 2.58963 -2.61892  0.0011
C20 -2.45639 0.00746 -3.36082  -0.0023
C21 -3.10413 1.24572 -3.39340  -0.0002
C22 -4.39455 1.36766 -3.88046  0.0001
C23 -5.06708 0.25533 -4.36436  -0.0007
C24 -4.43758 -0.97808 -4.34672  -0.0001
C25 -3.15164 -1.10109 -3.84054  -0.0007
H1 3.45863 -2.30100 -3.18885  0.0000
H2 2.71663 -3.70314 -5.12598  0.0000
H3 0.39864 -3.45747 -5.97190  0.0000
H4 -1.13776 -1.89260 -4.90807  0.0000
H5 -0.57496 0.72174 -5.27408  0.0000
H6 0.24896 2.69405 -6.47224  0.0000
H7 1.13701 4.63572 -5.20931  0.0000
H8 1.21971 4.54651 -2.73492  0.0000
H9 0.43317 2.54422 -1.54644  -0.0001
H10 -2.60103 2.12705 -3.01879  0.0009
H11 -4.87477 2.33803 -3.87556  0.0000
H12 -6.07667 0.34930 -4.74482  0.0000
H13 -4.95262 -1.86027 -4.70608  0.0000
H14 -2.71168 -2.08218 -3.79554  0.0000
C26 -3.18013 0.86870 3.35953  0.0001
N1 -2.50339 -0.34581 3.77394  -0.0008
C27 -2.99270 -1.30274 4.62953  -0.0005
C28 -2.06977 -2.29180 4.66242  -0.0005
N2 -1.02818 -1.94603 3.83534  -0.0008
B1 0.17493 -2.89481 3.51970  0.0006
N3 -0.13044 -3.78366 2.24790  -0.0001
C29 -0.58724 -5.07677 2.33521  -0.0003
C30 -0.55867 -5.63134 1.10114  -0.0006
N4 -0.08209 -4.66202 0.25012  -0.0002
C31 0.31821 -4.86608 -1.13318  0.0008
C32 0.14360 -3.52970 0.95669  0.0019
S2 0.82842 -2.10678 0.27459  0.0122
C33 -1.30639 -0.74905 3.29213  0.0007
S3 -0.30996 0.22416 2.29585  0.0025
H15 -4.16485 0.88647 3.82151  0.0000
H16 -3.28366 0.88479 2.27459  0.0003
H17 -2.60780 1.74280 3.66806  -0.0001
H18 -3.94293 -1.19702 5.12101  0.0000
H19 -2.06399 -3.21986 5.20474  0.0000
H20 0.23409 -3.67629 4.44474  0.0000
H21 1.17594 -2.26600 3.34256  0.0006
H22 -0.87776 -5.50016 3.27941  0.0000
H23 -0.81764 -6.61613 0.75646  0.0000
H24 0.30380 -5.93605 -1.33228  0.0000
H25 1.32280 -4.47282 -1.27499  0.0005
H26 -0.35310 -4.35212 -1.81395  0.0000
Cl1 -4.39055 -0.64844 -0.62250  -0.0011
Si1 -2.55103 -1.53622 -0.15091  0.0022
Cl2 -2.56229 -3.23201 -1.42642  -0.0049
Cl3 -3.10373 -2.55661 1.59736  0.0001

## Properties
⟨S²⟩ = 0.76
Charge = -1
Highest occupied orbital energy (spin up / spin down) = -0.1870 / -0.1836 Ha
Multiplicity = 2
Gap between HOMO and LUMO (spin up / spin down) = 0.276 / 0.242 Eh
ΔE to the lowest compared entry with this formula, charge and spin = 37.7 kJ/mol
Calculated total energy = -148795.1240 eV
Strongest force on any atom = 0.99 eV/Å